1.
{"formula": "C6H39N2O12", "method": "ωB97M-V/def2-TZVPD", "e_lumo_ev": -2.3256, "gap_ev": 9.79, "total_energy_ev": -34398.387, "relative_energy_kcal_mol": 86.4, "homo_ev": -12.117, "largest_force_ev_per_a": 2.3, "charge": 1, "symbols": ["N", "C", "C", "C", "C", "C", "N", "C", "H", "H", "H", "H", "H", "H", "H", "H", "H", "H", "H", "H", "H", "H", "H", "H", "H", "O", "H", "H", "O", "H", "H", "O", "H", "H", "O", "H", "H", "O", "H", "H", "O", "H", "H", "O", "H", "H", "O", "H", "H", "O", "H", "H", "O", "H", "H", "O", "H", "H", "O"], "xyz": [[1.4769, 2.6732, 0.0266], [0.4350, 1.6222, 0.2609], [1.1213, 0.2565, 0.3899], [0.3109, -0.6242, 1.2555], [0.8025, -1.3322, 2.2707], [-0.6228, 1.6124, -0.8993], [-1.1451, 0.2951, -1.2778], [-2.3109, 0.4521, -2.2226], [2.1296, 2.5482, 0.8129], [2.0760, 2.4110, -0.7932], [1.2192, 3.6317, -0.1893], [-0.1508, 1.9728, 1.1188], [2.1207, 0.4276, 0.8155], [1.4593, -0.0394, -0.6165], [-0.7754, -0.7241, 1.2412], [0.3421, -1.7619, 3.1375], [1.8765, -1.5207, 2.2399], [-1.4302, 2.2789, -0.5765], [-0.1152, 2.1051, -1.7482], [-1.6376, -0.1146, -0.4900], [-3.2102, -0.0838, -1.9118], [-2.8700, 1.3453, -2.5236], [-1.8207, -0.0014, -3.0900], [2.3924, 1.7298, -3.2510], [2.5615, 3.2197, -2.9234], [2.6972, 2.3411, -2.5546], [0.0905, -1.1756, -1.8166], [0.4973, -2.1249, -2.9869], [0.7248, -1.8742, -2.0858], [-3.5970, 0.0752, 3.3225], [-3.0610, -1.2272, 2.5573], [-3.1613, -0.2729, 2.5500], [-0.9533, -5.3880, 1.0955], [-0.3078, -4.2328, 0.4165], [-0.3042, -4.6941, 1.2675], [-2.8427, -3.2616, -0.4594], [-2.7296, -1.7756, -0.4336], [-2.1777, -2.5691, -0.3677], [-1.5779, -3.1900, 2.2329], [-1.7570, -3.0738, 3.8378], [-2.1105, -2.8797, 2.9713], [-3.4455, -0.3945, 0.7005], [-4.9083, -0.1259, 0.2340], [-4.0972, -0.5805, 0.0047], [1.6362, 0.0021, -4.0987], [0.7934, 0.4385, -2.9477], [0.9248, 0.6247, -3.8878], [4.1301, 0.7736, -0.7595], [4.6970, 1.9604, -0.0928], [3.9021, 1.4271, -0.0776], [-1.8316, 1.9548, 2.5445], [-2.3006, 1.5442, 1.2566], [-1.9851, 2.3558, 1.6802], [3.1738, 2.2174, 3.3684], [2.8194, 3.6268, 3.0873], [2.5979, 2.7336, 2.7934], [2.1727, -1.2009, -2.1438], [3.5289, -1.5170, -1.2980], [3.0935, -0.9035, -1.8900]], "atomic_forces_ev_per_a": [[1.251, -1.210, -0.924], [-1.507, -0.051, -0.773], [1.170, 1.248, -0.484], [-0.985, -1.434, 1.555], [1.961, 0.178, -0.702], [0.837, 1.057, 0.522], [-1.510, 1.267, 0.388], [0.357, -1.493, -1.667], [-0.067, 0.859, 0.230], [-0.269, -0.183, 0.085], [-0.593, 0.032, 0.715], [0.812, -0.531, 0.098], [-0.433, -0.230, 0.531], [-0.781, -0.404, 0.291], [-0.011, 0.877, -0.475], [-0.880, -0.331, -0.324], [0.120, 0.424, 0.433], [0.080, 0.046, -0.299], [-0.460, -0.465, -0.173], [0.783, 0.097, 0.454], [0.770, -0.819, 0.146], [1.427, 1.044, 0.514], [-1.214, 0.220, -0.625], [-0.129, 0.243, 0.230], [0.085, 0.015, -0.208], [-0.011, 0.163, -0.048], [-0.394, -0.207, 0.065], [-0.287, -0.127, 0.013], [-0.197, 0.109, -0.239], [-0.270, -0.375, 0.375], [0.134, -0.750, 0.910], [0.491, 1.026, -0.992], [0.114, -0.167, 0.321], [0.265, 0.250, 0.127], [-0.457, 0.114, -0.457], [0.089, -0.089, 0.027], [-0.097, -0.346, -0.167], [-0.063, 0.014, 0.034], [0.623, -0.533, 0.304], [0.496, -0.366, -0.216], [-1.227, 0.826, -0.261], [-0.940, 0.222, 0.460], [-0.072, 0.097, 0.241], [0.509, -0.133, -0.391], [-0.139, -0.023, -0.342], [-0.326, 0.092, -0.032], [0.510, -0.264, 0.211], [-0.681, -0.141, -0.055], [0.245, 0.456, 0.294], [0.694, -0.352, -0.227], [0.111, 0.465, 0.422], [-0.287, 0.287, -0.291], [-0.394, -0.667, 0.365], [-0.085, -0.443, -0.160], [-0.263, 0.118, -0.187], [0.299, 0.345, 0.207], [1.048, -0.595, 0.915], [-0.406, -0.488, -0.075], [0.154, 1.027, -0.687]]}

---

2.
{"formula": "C6H3BrO2", "method": "ωB97M-V/def2-TZVPD", "e_lumo_ev": [-0.6331, -0.6401], "gap_ev": [7.14, 7.13], "total_energy_ev": -80401.353, "homo_ev": [-7.774, -7.774], "largest_force_ev_per_a": 6.7, "symbols": ["C", "C", "C", "C", "C", "C", "O", "O", "Br", "H", "H", "H"], "xyz": [[-1.4293, 0.0934, -0.1079], [-0.0522, 0.0108, 0.0284], [-1.8013, -0.5872, -1.3271], [-4.1715, -0.5856, -1.9497], [0.5436, -0.7272, -1.0682], [-0.5125, -1.0424, -1.9178], [-3.0170, -0.6006, -1.7211], [1.8425, -0.9053, -1.3026], [-0.5591, -1.9323, -3.5730], [-2.1148, 0.2711, 0.5947], [0.5919, 0.4317, 0.9031], [2.5117, -0.2998, -0.9010]], "atomic_forces_ev_per_a": [[2.702, -1.643, -2.731], [0.927, 0.530, 1.483], [6.199, 0.748, 2.410], [0.852, -0.010, -0.014], [-2.432, 1.707, 0.072], [-1.422, -0.294, -0.209], [-3.504, -0.590, -1.512], [1.765, -0.441, -0.426], [0.340, 0.030, 0.003], [-2.371, 1.350, 2.715], [-1.469, -0.896, -1.642], [-1.587, -0.492, -0.148]]}